{
  "formula": "C26H52AlCl2N3O5Si2",
  "method": "ωB97M-V/def2-TZVPD",
  "de_lowest_kj_mol": 203.38,
  "total_energy_ev": -89915.718,
  "largest_force_ev_per_a": 1.7,
  "orbital_gap_ev": 2.99,
  "symbols": ["C", "C", "H", "H", "H", "C", "C", "H", "H", "H", "H", "Al", "Cl", "C", "O", "N", "C", "C", "H", "H", "H", "H", "H", "H", "H", "H", "H", "C", "C", "N", "H", "C", "O", "H", "H", "H", "H", "H", "H", "C", "C", "N", "H", "C", "O", "H", "H", "H", "H", "O", "C", "C", "C", "H", "C", "H", "C", "H", "C", "C", "H", "H", "H", "Si", "Cl", "C", "C", "C", "H", "H", "H", "H", "H", "H", "H", "H", "H", "C", "Si", "C", "C", "O", "H", "H", "H", "H", "H", "H", "H", "H", "H"],
  "xyz": [[5.428, 2.830, 0.714], [4.142, 2.755, -0.082], [6.273, 2.689, 0.027], [5.456, 2.051, 1.482], [5.538, 3.817, 1.197], [4.030, 3.502, -1.265], [4.943, 4.628, -1.566], [3.227, 3.293, -1.962], [5.900, 4.311, -2.005], [5.184, 5.244, -0.683], [4.484, 5.288, -2.308], [-1.075, -0.648, 1.117], [4.256, -4.224, -0.240], [-2.881, 1.313, 0.445], [-2.337, 0.196, 0.108], [-4.014, 1.726, -0.078], [-4.613, 1.090, -1.256], [-4.618, 2.966, 0.422], [-2.403, 1.964, 1.192], [-4.730, 0.012, -1.105], [-4.007, 1.273, -2.156], [-5.594, 1.554, -1.388], [-4.500, 3.011, 1.514], [-5.678, 2.970, 0.149], [-4.113, 3.843, -0.018], [-3.152, -4.873, -0.046], [-2.356, -5.812, 2.227], [-2.113, -4.643, -0.298], [-1.337, -5.622, 1.862], [-1.321, -4.495, 0.922], [-2.060, -3.719, -0.867], [-0.701, -3.370, 1.199], [-0.781, -2.316, 0.453], [-0.690, -5.379, 2.707], [-0.123, -3.310, 2.128], [-1.727, -5.471, -0.896], [-0.974, -6.534, 1.373], [2.457, 0.052, -2.436], [0.535, 2.784, -4.164], [2.190, 0.477, -3.401], [0.350, 1.736, -4.449], [0.779, 0.839, -3.383], [2.412, -0.244, -4.205], [-0.129, 0.177, -2.600], [0.144, -0.423, -1.553], [-0.722, 1.605, -4.638], [-1.170, 0.251, -2.983], [2.787, 1.379, -3.583], [0.922, 1.525, -5.362], [3.462, 1.337, 0.000], [2.889, 2.383, 0.738], [1.044, 2.846, -0.920], [1.575, 2.974, 0.372], [1.541, 2.158, -1.613], [-0.097, 3.562, -1.281], [3.085, 2.276, 1.823], [0.856, 3.720, 1.332], [-0.413, 3.586, -2.326], [-0.850, 4.216, -0.310], [-0.357, 4.298, 0.994], [1.261, 3.803, 2.343], [-1.793, 4.700, -0.575], [-0.923, 4.817, 1.760], [4.432, -2.165, 0.178], [0.437, 0.654, 1.548], [2.929, -1.450, -0.634], [4.193, -1.997, 2.032], [6.138, -1.718, -0.420], [1.979, -1.989, -0.482], [3.151, -1.421, -1.711], [2.788, -0.428, -0.253], [6.103, -1.314, -1.437], [6.788, -2.603, -0.410], [6.543, -0.965, 0.267], [3.241, -2.418, 2.378], [4.213, -0.937, 2.299], [5.009, -2.519, 2.542], [0.301, -1.360, 4.553], [-1.326, -0.492, 4.149], [-2.485, -0.892, 5.608], [-1.265, 1.408, 4.146], [-1.874, -0.996, 2.687], [0.410, -1.425, 5.645], [1.181, -0.838, 4.163], [0.316, -2.387, 4.167], [-2.012, -0.709, 6.590], [-3.394, -0.270, 5.564], [-2.785, -1.947, 5.579], [-0.319, 1.831, 3.778], [-2.081, 1.837, 3.538], [-1.410, 1.725, 5.189]],
  "lowdin_charge": [-0.034, -0.415, 0.082, 0.072, 0.083, -0.210, -0.202, 0.038, 0.044, 0.054, 0.054, -0.333, 0.235, -0.159, 0.021, -0.135, 0.003, -0.009, 0.146, 0.101, 0.105, 0.088, 0.104, 0.093, 0.095, 0.103, 0.105, 0.007, -0.005, -0.132, 0.096, -0.131, 0.009, 0.098, 0.152, 0.105, 0.103, 0.042, 0.083, -0.038, -0.059, -0.196, 0.101, -0.287, -0.027, 0.082, 0.133, 0.095, 0.090, -0.120, -0.322, -0.054, -0.260, 0.087, -0.090, 0.133, -0.085, 0.084, -0.143, -0.128, 0.114, 0.081, 0.091, 0.138, 0.714, -0.234, -0.209, -0.202, 0.028, 0.026, 0.006, 0.036, 0.023, 0.033, 0.019, 0.030, 0.025, -0.162, 0.324, -0.183, -0.189, -0.263, 0.032, 0.022, 0.013, 0.034, 0.027, 0.021, -0.003, 0.021, 0.029]
}